{
  "formula": "C16H20N3O4",
  "method": "wB97M-V/def2-TZVPD",
  "symbols": ["C", "C", "O", "C", "O", "C", "N", "C", "O", "O", "C", "C", "C", "N", "C", "C", "C", "C", "C", "C", "C", "N", "C", "H", "H", "H", "H", "H", "H", "H", "H", "H", "H", "H", "H", "H", "H", "H", "H", "H", "H", "H", "H"],
  "positions_angstrom": [[-3.473, -0.731, 1.134], [-3.490, -1.751, 0.007], [-2.441, -2.722, 0.160], [-1.232, -2.376, -0.217], [-0.911, -1.317, -0.698], [-0.217, -3.503, 0.031], [1.040, -3.151, -0.585], [1.624, -2.004, -0.213], [1.436, -1.459, 0.864], [2.508, -1.572, -1.145], [3.024, -0.248, -1.027], [3.968, -0.043, 0.175], [3.369, 1.124, 0.968], [1.929, 1.071, 0.662], [1.126, 2.265, 0.964], [-0.174, 2.234, 0.197], [-1.324, 2.835, 0.671], [-2.479, 2.827, -0.101], [-2.486, 2.230, -1.352], [-1.339, 1.633, -1.844], [-0.186, 1.631, -1.068], [0.932, 0.961, -1.545], [1.875, 0.692, -0.786], [-4.319, -0.059, 1.024], [-3.544, -1.232, 2.096], [-2.556, -0.148, 1.101], [-4.410, -2.337, 0.017], [-3.370, -1.254, -0.960], [-0.081, -3.599, 1.113], [-0.585, -4.447, -0.365], [1.208, -3.450, -1.535], [3.501, -0.071, -1.993], [4.985, 0.170, -0.143], [3.985, -0.953, 0.775], [3.545, 1.037, 2.040], [3.764, 2.080, 0.615], [1.552, 0.176, 1.095], [0.946, 2.329, 2.040], [1.700, 3.150, 0.658], [-1.324, 3.310, 1.641], [-3.374, 3.292, 0.280], [-3.387, 2.232, -1.944], [-1.316, 1.148, -2.806]],
  "atomic_forces_ev_per_a": [[0.174, -0.328, -0.202], [-0.310, 0.530, -0.020], [-0.089, -0.378, 0.212], [0.465, -0.137, -0.129], [-0.289, -0.003, -0.087], [-0.122, 0.363, 0.196], [0.054, -0.184, -0.216], [0.437, -0.253, -0.262], [-0.012, 0.079, 0.240], [-0.134, -0.431, -0.034], [0.191, 0.099, 0.061], [-0.014, -0.218, -0.095], [0.801, -0.010, 0.138], [-0.556, -0.306, -0.052], [-0.422, 0.681, 0.042], [0.072, -0.239, -0.258], [0.039, -0.044, -0.001], [0.042, 0.020, 0.028], [-0.013, 0.021, -0.004], [0.208, 0.054, 0.225], [-0.774, 0.532, 0.522], [0.539, -0.313, -0.517], [0.178, -0.021, 0.103], [-0.110, 0.093, 0.009], [-0.045, -0.007, 0.107], [0.039, 0.085, 0.007], [0.133, 0.054, -0.062], [-0.056, -0.154, 0.096], [-0.099, -0.089, -0.140], [0.045, 0.042, 0.041], [-0.029, 0.092, 0.076], [-0.110, 0.062, 0.199], [-0.019, 0.036, 0.025], [0.023, 0.079, -0.049], [-0.133, 0.066, -0.067], [-0.168, -0.044, 0.068], [0.075, 0.401, -0.117], [0.122, -0.076, -0.119], [0.061, -0.200, 0.074], [-0.018, 0.057, 0.127], [-0.092, 0.053, 0.027], [-0.091, 0.001, -0.062], [0.005, -0.069, -0.129]],
  "gap_ev": 9.031,
  "smiles": "CCOC(=O)CNC(=O)O[C@@H]1CC[N@H+]2Cc3ccccc3N=C12",
  "total_charge": 1,
  "e_lumo_ev": -3.2,
  "e_above_lowest_kj_mol": 0.0
}

=====

{
  "formula": "C2H6N2",
  "method": "wB97M-V/def2-TZVPD",
  "symbols": ["N", "C", "C", "N", "H", "H", "H", "H", "H", "H"],
  "positions_angstrom": [[-1.856, 0.368, 0.109], [-0.477, 0.556, -0.047], [0.435, -0.405, 0.011], [1.834, -0.093, -0.011], [-2.119, -0.604, 0.159], [-2.426, 0.901, -0.527], [-0.156, 1.584, -0.160], [0.165, -1.453, 0.106], [2.347, -0.775, -0.556], [2.252, -0.079, 0.915]],
  "atomic_forces_ev_per_a": [[0.258, 0.051, 0.176], [-0.210, -0.114, -0.046], [0.461, -0.021, 0.126], [0.096, 0.050, 0.008], [-0.150, 0.014, -0.118], [-0.049, -0.051, -0.014], [0.014, 0.047, -0.044], [-0.263, -0.028, -0.007], [-0.004, 0.062, 0.011], [-0.154, -0.010, -0.091]],
  "gap_ev": 9.245,
  "smiles": "N/C=C/N",
  "total_charge": 0,
  "e_lumo_ev": 1.2,
  "e_above_lowest_kj_mol": 110.8
}

=====

{
  "formula": "C5H8O",
  "method": "wB97M-V/def2-TZVPD",
  "symbols": ["O", "C", "C", "C", "C", "C", "H", "H", "H", "H", "H", "H", "H", "H"],
  "positions_angstrom": [[-1.355, -1.641, 1.435], [-0.794, -0.653, 1.875], [0.360, -0.218, 1.041], [0.069, 0.683, -0.143], [0.962, 0.533, -1.346], [-0.465, 0.071, -1.407], [-1.097, -0.242, 2.847], [1.216, 0.199, 1.622], [0.209, -1.284, 0.618], [-0.262, 1.697, 0.063], [1.243, 1.429, -1.892], [1.739, -0.228, -1.299], [-1.172, 0.656, -1.985], [-0.653, -1.000, -1.430]],
  "atomic_forces_ev_per_a": [[-1.036, 0.271, 1.108], [-0.846, -0.477, -0.078], [-0.387, -0.684, -0.522], [-0.169, 0.157, 0.054], [0.153, 0.070, -0.055], [-0.200, -0.039, -0.112], [-0.044, 0.305, -0.027], [-0.311, -0.991, -0.435], [2.894, 1.355, -0.240], [0.041, -0.103, 0.066], [-0.061, -0.142, 0.098], [-0.168, 0.121, 0.017], [0.114, -0.065, 0.022], [0.019, 0.222, 0.104]],
  "gap_ev": 10.778,
  "smiles": "O=CCC1CC1",
  "total_charge": 0,
  "e_lumo_ev": 0.9,
  "e_above_lowest_kj_mol": 229.9
}

=====

{
  "formula": "C5H14",
  "method": "wB97M-V/def2-TZVPD",
  "symbols": ["C", "C", "C", "H", "H", "H", "H", "H", "H", "H", "H", "C", "C", "H", "H", "H", "H", "H", "H"],
  "positions_angstrom": [[0.931, 1.024, -2.571], [0.424, 0.394, -1.285], [-0.703, 1.301, -0.713], [1.360, 2.010, -2.455], [0.046, 1.132, -3.227], [1.768, 0.465, -3.016], [0.101, -0.642, -1.293], [1.151, 0.423, -0.447], [-1.650, 0.893, -1.121], [-0.763, 1.348, 0.378], [-0.632, 2.279, -1.175], [-0.535, -1.949, 1.910], [0.083, -0.668, 2.429], [-0.116, -2.344, 0.990], [-0.475, -2.725, 2.710], [-1.570, -1.888, 1.538], [1.107, -0.966, 2.641], [-0.475, -0.055, 3.156], [-0.051, -0.029, 1.549]],
  "atomic_forces_ev_per_a": [[0.018, -0.947, -0.447], [0.372, 1.548, 2.413], [-0.981, -1.089, -1.191], [-0.187, 0.420, 0.551], [0.728, -0.195, -0.196], [-0.640, -0.184, -0.252], [-0.054, -0.097, -0.672], [0.385, -0.163, -0.838], [0.096, 0.304, 0.511], [0.033, 0.100, -0.365], [0.169, 0.399, 0.377], [-1.451, -1.383, 0.869], [-0.871, 0.362, -1.896], [1.057, 0.083, 0.149], [-0.266, 0.204, -0.805], [-0.125, 0.364, 0.824], [0.138, 1.027, 0.352], [0.403, -1.039, 0.460], [1.175, 0.285, 0.157]],
  "gap_ev": 12.242,
  "smiles": "CCC.CC",
  "total_charge": 0,
  "e_lumo_ev": 1.1,
  "e_above_lowest_kj_mol": 84.8
}

=====

{
  "formula": "C32H39AsKN3O4S",
  "method": "wB97M-V/def2-TZVPD",
  "symbols": ["K", "O", "C", "C", "C", "C", "C", "C", "C", "N", "N", "C", "O", "C", "C", "C", "C", "C", "C", "H", "H", "H", "H", "H", "H", "H", "H", "H", "H", "S", "C", "C", "N", "C", "H", "H", "H", "C", "As", "C", "C", "O", "H", "H", "H", "H", "H", "H", "H", "H", "H", "C", "C", "C", "C", "C", "C", "C", "C", "C", "C", "C", "C", "O", "H", "H", "H", "H", "H", "H", "H", "H", "H", "H", "H", "H", "H", "H", "H", "H", "H"],
  "positions_angstrom": [[-0.221, 0.861, -0.622], [1.980, 0.935, 0.284], [2.959, 1.719, 0.099], [4.310, 1.260, 0.136], [5.378, 2.118, -0.006], [5.201, 3.492, -0.169], [3.897, 3.973, -0.185], [2.784, 3.150, -0.074], [1.463, 3.838, -0.063], [0.353, 3.253, -0.269], [-0.812, 4.053, -0.240], [-1.895, 3.363, 0.076], [-2.076, 2.188, 0.498], [-3.151, 4.218, -0.123], [-4.388, 3.586, -0.068], [-5.565, 4.299, -0.259], [-5.517, 5.666, -0.493], [-4.284, 6.306, -0.539], [-3.111, 5.590, -0.359], [4.455, 0.195, 0.271], [6.384, 1.705, 0.021], [6.044, 4.163, -0.270], [3.721, 5.042, -0.288], [1.460, 4.913, 0.168], [-4.390, 2.523, 0.127], [-6.518, 3.782, -0.222], [-6.432, 6.230, -0.640], [-4.232, 7.375, -0.719], [-2.141, 6.064, -0.403], [0.222, 0.638, 3.860], [-0.909, 1.786, 4.422], [-0.552, 3.015, 3.972], [0.599, 3.078, 3.234], [1.100, 1.885, 3.096], [-1.781, 1.527, 4.996], [-1.118, 3.920, 4.146], [1.965, 1.649, 2.498], [-2.541, -3.201, -1.116], [-2.453, -1.385, -0.535], [-4.291, -0.927, -0.167], [-1.684, -1.068, 1.217], [-1.958, -0.378, -1.783], [-3.142, -3.791, -0.422], [-1.519, -3.568, -1.185], [-3.020, -3.161, -2.095], [-4.652, -1.480, 0.703], [-4.893, -1.163, -1.044], [-4.308, 0.142, 0.028], [-2.035, -1.872, 1.866], [-2.086, -0.102, 1.527], [-0.595, -1.049, 1.232], [2.230, -1.029, -2.693], [1.687, -2.382, -3.149], [0.249, -2.245, -3.641], [1.882, -3.455, -2.104], [2.711, -4.528, -2.386], [2.985, -5.534, -1.468], [2.436, -5.413, -0.198], [1.625, -4.349, 0.158], [1.171, -4.205, 1.591], [-0.342, -4.204, 1.748], [1.824, -2.993, 2.259], [1.259, -3.356, -0.816], [0.400, -2.436, -0.557], [2.061, -0.263, -3.454], [3.303, -1.074, -2.494], [1.751, -0.712, -1.768], [2.287, -2.713, -4.012], [-0.412, -1.817, -2.890], [-0.150, -3.214, -3.955], [0.213, -1.575, -4.508], [3.157, -4.570, -3.378], [3.633, -6.364, -1.726], [2.672, -6.147, 0.571], [1.540, -5.100, 2.118], [-0.777, -3.355, 1.228], [-0.627, -4.153, 2.804], [-0.774, -5.113, 1.321], [1.683, -2.093, 1.660], [2.900, -3.147, 2.355], [1.419, -2.816, 3.261]],
  "atomic_forces_ev_per_a": [[0.307, -0.526, -0.325], [0.638, -0.223, 0.234], [-0.273, 0.456, 0.240], [-0.027, 0.123, -0.136], [0.263, -0.133, 0.008], [-0.142, 0.033, -0.002], [0.156, 0.087, -0.027], [-0.418, 0.313, 0.040], [0.212, -0.356, 0.076], [-0.463, 0.690, 0.262], [0.685, -0.626, 0.010], [-0.349, 0.875, -0.058], [0.145, 0.112, 0.030], [0.098, -0.319, 0.188], [-0.009, 0.119, -0.003], [0.010, -0.078, 0.017], [-0.071, 0.033, -0.003], [0.037, 0.099, -0.019], [0.017, -0.030, -0.020], [0.018, -0.023, 0.009], [-0.015, 0.039, -0.003], [0.022, -0.003, 0.003], [0.038, 0.003, 0.003], [0.099, -0.030, -0.086], [-0.028, -0.059, 0.013], [-0.011, 0.037, -0.006], [0.004, -0.006, 0.001], [-0.040, -0.010, 0.001], [0.010, 0.032, -0.005], [-0.075, -0.383, 0.116], [-0.112, 0.112, -0.032], [-0.004, 0.172, 0.049], [0.025, -0.227, 0.081], [0.065, 0.442, -0.193], [-0.021, -0.083, 0.015], [0.021, 0.010, -0.005], [0.075, 0.011, -0.079], [0.047, -0.199, 0.167], [0.207, 1.192, -1.019], [-0.084, -0.204, 0.082], [-0.075, -0.059, -0.098], [-0.802, -1.204, 0.552], [0.061, -0.066, -0.017], [-0.001, -0.069, -0.038], [0.056, -0.040, 0.031], [-0.095, 0.036, -0.006], [-0.023, 0.042, 0.032], [-0.018, 0.073, 0.012], [-0.022, 0.173, 0.077], [-0.014, 0.033, 0.031], [-0.100, -0.193, -0.206], [0.081, 0.063, 0.096], [0.107, -0.055, -0.210], [-0.187, 0.027, -0.142], [0.087, -0.144, 0.187], [-0.031, 0.055, -0.212], [0.069, -0.099, -0.003], [0.096, 0.028, 0.208], [-0.014, 0.123, -0.220], [0.151, -0.319, 0.123], [-0.286, 0.029, -0.015], [0.014, 0.116, 0.021], [-0.269, 0.033, -0.070], [0.056, 0.155, 0.189], [-0.021, 0.016, -0.034], [-0.001, -0.037, -0.012], [0.012, -0.030, 0.020], [-0.045, 0.106, 0.058], [0.061, -0.029, 0.101], [-0.010, -0.042, 0.016], [0.031, -0.011, -0.036], [0.025, -0.040, 0.028], [-0.016, -0.007, 0.014], [0.018, -0.034, -0.064], [-0.022, 0.084, -0.024], [0.158, -0.153, -0.007], [0.000, -0.012, 0.065], [0.012, -0.047, 0.002], [-0.104, 0.067, -0.052], [0.039, -0.025, -0.015], [-0.026, -0.013, -0.008]],
  "gap_ev": 5.450,
  "total_charge": -2,
  "e_lumo_ev": 4.0,
  "e_above_lowest_kj_mol": 3.7
}

=====

{
  "formula": "C10H25LuN3O2S2",
  "method": "wB97M-V/def2-TZVPD",
  "symbols": ["Lu", "S", "S", "C", "C", "C", "N", "C", "C", "H", "H", "H", "H", "H", "H", "H", "H", "C", "H", "H", "H", "H", "H", "H", "H", "C", "C", "H", "H", "H", "H", "C", "O", "C", "O", "N", "N", "H", "H", "H", "H", "H", "H"],
  "positions_angstrom": [[0.234, 0.076, -0.020], [0.558, 2.220, 1.687], [0.487, -0.867, -2.564], [-0.989, 2.080, 2.655], [0.108, 3.576, 0.541], [-0.751, 3.098, -0.613], [-0.056, 1.986, -1.322], [-0.682, 1.687, -2.649], [0.201, 0.732, -3.441], [1.064, 3.986, 0.193], [-0.410, 4.338, 1.128], [-0.919, 3.925, -1.315], [-1.728, 2.722, -0.285], [-0.805, 2.629, -3.209], [-1.683, 1.272, -2.461], [1.194, 1.161, -3.628], [-0.266, 0.494, -4.403], [-1.004, -1.761, -3.165], [0.900, 2.318, -1.527], [-1.901, -1.135, -3.101], [-1.141, -2.686, -2.595], [-0.813, -2.027, -4.211], [-1.022, 1.062, 3.055], [-1.875, 2.276, 2.042], [-0.928, 2.800, 3.478], [3.012, 0.256, -0.268], [2.788, -0.874, 0.434], [3.160, 1.236, 0.211], [3.129, 0.265, -1.362], [2.739, -0.890, 1.535], [2.745, -1.873, -0.026], [-0.429, -3.622, 3.824], [-0.254, -2.190, 3.548], [-0.272, -1.838, 2.296], [-0.076, -0.629, 1.962], [-0.480, -2.759, 1.336], [-0.447, -2.251, -0.030], [0.339, -4.238, 3.316], [-1.446, -3.960, 3.549], [-0.294, -3.685, 4.902], [-0.669, -3.731, 1.556], [0.084, -2.892, -0.628], [-1.400, -2.290, -0.423]],
  "atomic_forces_ev_per_a": [[0.840, 0.322, 0.325], [-0.534, 0.123, -0.227], [-0.577, 0.354, -0.775], [0.051, -0.035, 0.330], [0.085, -0.093, 0.227], [0.121, 0.182, -0.110], [0.229, 0.047, -0.539], [0.109, 0.237, 0.030], [0.035, 0.018, 0.059], [-0.226, 0.088, 0.018], [0.164, 0.015, -0.115], [-0.087, -0.105, 0.178], [0.075, 0.166, 0.010], [-0.044, -0.352, 0.061], [0.174, 0.075, -0.151], [-0.246, -0.076, -0.059], [0.242, 0.027, 0.112], [0.025, -0.080, -0.095], [-0.334, 0.041, 0.033], [0.215, -0.122, 0.055], [0.056, 0.156, -0.213], [-0.036, 0.029, 0.276], [-0.031, 0.440, 0.018], [0.218, 0.000, 0.083], [-0.071, -0.154, -0.229], [-0.143, 0.065, -0.097], [0.040, -0.047, 0.180], [-0.035, -0.513, 0.038], [0.039, -0.263, 0.441], [0.135, 0.271, -0.468], [0.051, 0.532, -0.096], [-0.084, -0.561, 0.507], [-0.074, -0.094, -1.527], [0.172, 0.107, 0.690], [-0.272, -1.089, 0.485], [0.111, 0.622, -1.218], [-0.734, -0.996, 1.060], [-0.225, 0.529, 0.290], [0.407, 0.366, 0.195], [-0.073, -0.148, -0.174], [-0.077, 0.061, -0.416], [0.168, 0.020, 0.433], [0.140, -0.164, 0.377]],
  "gap_ev": 9.053,
  "total_charge": 3,
  "e_lumo_ev": -10.3,
  "e_above_lowest_kj_mol": 0.0
}